C28H25N3O2PbS2Se as an isolated structure in a non-equilibrium geometry, computed with ωB97M-V with the def2-TZVPD basis set.

Output
Charge ... +2
HOMO-LUMO gap ... 4.0 eV

The geometry in XYZ format:
```
62
Properties=species:S:1:pos:R:3:forces:R:3:mulliken_charge:R:1
Pb -1.8148 -1.9297 -1.1816 -0.260 1.395 0.328 0.48
S -1.3262 -4.2978 -2.4073 0.650 -0.884 0.433 -0.21
C -0.7710 -5.3472 -1.2193 -0.503 0.733 -1.319 0.68
C -0.6050 -6.7157 -1.5757 0.117 -0.791 0.113 -0.71
C -0.1077 -7.6116 -0.6851 -0.220 0.183 -0.600 -0.49
C 0.2503 -7.2020 0.6354 0.056 0.496 0.413 -0.54
C 0.0833 -5.9125 1.0322 0.111 -0.643 0.190 -0.74
C -0.4437 -4.9391 0.1417 -0.137 1.267 0.946 1.00
S -0.6936 -3.3823 0.7446 0.564 -0.990 -0.313 -0.28
H -0.8654 -7.0209 -2.5795 -0.021 0.030 0.006 0.45
H 0.0221 -8.6450 -0.9761 0.016 -0.003 0.001 0.42
H 0.6530 -7.9300 1.3268 -0.010 -0.010 0.003 0.41
H 0.3321 -5.6046 2.0378 -0.003 -0.016 -0.001 0.43
C 0.9428 1.9488 -1.2012 0.185 -0.001 0.228 -1.01
N 0.1160 1.9285 -2.3918 -0.177 -0.236 -0.115 0.59
C -0.2471 0.8462 -3.0908 -0.014 -0.121 0.081 -0.13
Se 0.2554 -0.9498 -2.8032 0.084 -0.252 -0.027 -0.23
N -0.9379 1.2493 -4.1686 -0.058 -0.033 0.048 0.06
C -1.0361 2.6305 -4.1802 0.138 0.273 0.256 0.34
C -1.6256 3.5279 -5.0613 -0.084 -0.051 -0.092 -0.97
C -1.5184 4.8675 -4.7474 0.022 -0.070 -0.047 -0.47
C -0.8391 5.3025 -3.6004 0.043 0.021 0.039 -0.76
C -0.2428 4.4138 -2.7298 0.010 -0.006 0.117 -0.56
C -0.3617 3.0635 -3.0368 -0.127 0.066 -0.322 0.89
H 1.0173 0.9443 -0.8001 -0.036 -0.087 0.047 -0.17
H 0.4889 2.5969 -0.4521 -0.038 -0.021 -0.044 0.46
H 1.9370 2.3173 -1.4509 -0.017 0.035 -0.020 0.52
H -1.2813 0.6174 -4.8741 0.011 -0.048 0.014 0.25
H -2.1408 3.1941 -5.9516 -0.005 0.016 0.001 0.42
H -1.9570 5.6024 -5.4076 -0.020 -0.009 0.002 0.41
H -0.7756 6.3631 -3.4003 0.007 -0.004 0.005 0.41
H 0.2889 4.7518 -1.8510 -0.001 0.018 -0.011 0.44
C 1.4441 2.9976 3.3699 -0.069 0.150 0.078 -1.01
O 1.1241 1.6702 2.9598 -0.309 -0.221 0.135 -0.27
C 1.9713 1.0218 2.1441 0.092 -0.366 0.054 1.29
C 3.0133 1.6538 1.4701 -0.034 0.078 -0.030 -0.75
C 3.8809 0.9369 0.6672 0.055 -0.065 -0.042 -0.70
C 3.7462 -0.4370 0.5370 0.100 0.017 -0.102 -0.96
C 2.7362 -1.0825 1.2208 -0.304 0.012 0.000 -0.50
C 1.8327 -0.3786 2.0125 0.175 0.357 -0.378 0.08
N 0.9453 -1.1471 2.8130 -0.227 -0.013 0.172 0.18
C -0.2510 -0.8912 3.3097 -0.089 0.080 -0.318 -1.01
C -1.2607 -0.0528 2.7949 0.234 0.096 -0.571 0.95
C -2.1949 0.4986 3.7026 -0.100 0.121 0.115 -0.76
C -3.2135 1.3024 3.2795 -0.039 0.036 0.230 -0.87
C -3.3776 1.5486 1.9038 0.108 -0.095 0.027 -0.63
C -2.5275 0.9895 0.9881 -0.016 -0.075 -0.024 -0.54
C -1.4370 0.1621 1.3754 -0.085 0.087 0.090 1.02
O -0.7098 -0.4173 0.4778 0.008 -0.294 -0.079 -0.47
H 0.6204 3.3147 4.0035 0.028 -0.030 -0.011 0.25
H 1.5181 3.6780 2.5203 -0.042 -0.034 -0.010 0.37
H 2.3728 3.0192 3.9423 0.024 -0.049 -0.057 0.40
H 3.1668 2.7164 1.5960 -0.026 -0.038 -0.006 0.43
H 4.6829 1.4558 0.1595 0.016 -0.011 0.008 0.47
H 4.4400 -0.9990 -0.0719 -0.017 -0.023 0.003 0.44
H 2.6313 -2.1595 1.1452 0.014 -0.005 0.014 0.45
H 1.3698 -2.0078 3.1291 0.104 0.118 0.346 0.39
H -0.5012 -1.4572 4.2025 0.119 -0.076 0.018 0.57
H -2.0525 0.3181 4.7620 -0.054 -0.040 -0.003 0.45
H -3.8921 1.7468 3.9936 -0.004 -0.025 -0.003 0.43
H -4.1987 2.1708 1.5719 0.011 0.013 -0.027 0.45
H -2.6761 1.1509 -0.0746 0.038 0.041 0.010 0.44
```
Positions in Å, forces in eV/Å.



C28H26As2BrF4IrP as an isolated structure in a non-equilibrium geometry, computed with ωB97M-V with the def2-TZVPD basis set.

Output
Charge ... +3
HOMO-LUMO gap (spin up / spin down) ... 5.9 / 5.5 eV
ΔE to the lowest compared entry with this formula, charge and spin ... 38.0 kcal per mole

The geometry in XYZ format:
```
63
Properties=species:S:1:pos:R:3:forces:R:3:mulliken_charge:R:1
Ir -0.7278 -0.0704 0.1693 -0.338 -0.304 -0.600 0.90
C -4.2735 0.3031 1.1951 -0.045 0.043 -0.204 -1.05
As -2.5357 1.0961 1.4356 0.301 -0.665 0.425 0.48
C -2.8140 2.9704 1.1387 0.207 0.038 -0.356 -1.12
C -2.0759 0.8953 3.2858 -0.284 0.375 0.027 0.41
C -2.6435 1.7065 4.2595 0.002 -0.024 0.138 -0.72
C -2.2665 1.5498 5.5899 0.003 -0.010 -0.045 -0.84
C -1.3173 0.5994 5.9399 0.038 -0.028 -0.087 -0.75
C -0.7484 -0.2126 4.9628 -0.113 0.013 0.100 -0.62
C -1.1483 -0.0673 3.6396 0.393 -0.242 0.275 0.63
As -0.5826 -1.3120 2.2970 -0.864 0.658 -0.138 0.50
C 1.0000 -2.1984 2.9164 0.244 0.083 -0.414 -1.37
C -1.9371 -2.6819 2.3438 0.102 -0.154 -0.174 -0.97
H -4.9596 0.8103 1.8726 -0.036 -0.009 0.022 0.42
H -4.2548 -0.7587 1.4236 -0.008 0.018 0.037 0.32
H -4.6044 0.4533 0.1684 -0.038 0.012 -0.007 0.43
H -3.6157 3.2683 1.8120 -0.024 0.032 0.029 0.45
H -3.1303 3.1322 0.1104 -0.025 0.031 -0.018 0.44
H -1.9099 3.5349 1.3459 0.023 0.024 0.055 0.39
H -3.3729 2.4644 4.0045 -0.008 0.017 0.005 0.35
H -2.7083 2.1810 6.3497 0.012 -0.007 -0.006 0.44
H -1.0164 0.4850 6.9727 0.008 0.023 -0.007 0.44
H -0.0083 -0.9483 5.2504 -0.017 -0.006 0.019 0.38
H 0.7044 -2.6994 3.8362 0.001 -0.021 0.070 0.61
H 1.8085 -1.4944 3.0902 0.004 0.039 0.048 0.45
H 1.2995 -2.9434 2.1830 0.018 -0.075 0.048 0.48
H -2.0242 -2.9893 3.3854 -0.028 -0.032 0.030 0.45
H -1.6460 -3.5337 1.7319 0.016 -0.021 -0.006 0.44
H -2.8891 -2.2912 1.9976 -0.005 0.012 0.043 0.23
F -0.0862 -4.4458 -5.2947 -0.006 0.058 0.035 -0.22
C 0.1050 -3.4236 -4.5046 0.038 -0.083 -0.117 0.65
C 1.2312 -2.6262 -4.6462 0.082 -0.058 -0.126 0.25
F 2.1111 -2.8874 -5.5808 -0.039 0.005 0.046 -0.23
C 1.4216 -1.5500 -3.7901 0.117 0.046 -0.083 0.62
F 2.4997 -0.7976 -3.9638 -0.076 -0.001 0.107 -0.33
C 0.5166 -1.2504 -2.7809 0.046 0.137 0.047 -0.36
P 0.8359 0.1188 -1.6449 0.068 -0.846 -0.384 0.00
C 0.7520 1.6126 -2.5798 -0.303 0.281 0.325 1.03
C 0.0634 1.6424 -3.8035 0.158 -0.087 0.088 -0.57
C 0.1183 2.7836 -4.5735 0.018 0.160 -0.077 -0.77
C 0.8159 3.9013 -4.1180 0.038 -0.009 0.050 -0.53
C 1.4502 3.8929 -2.8760 -0.126 0.113 -0.095 -0.77
C 1.3968 2.7629 -2.0874 -0.144 -0.086 0.026 -0.55
C 2.4485 -0.1651 -0.9540 -0.110 -0.031 0.439 0.74
C 3.5882 0.5531 -1.3210 0.014 0.066 -0.077 -0.19
C 4.8056 0.2149 -0.7582 0.078 -0.101 0.036 -0.81
C 4.8958 -0.8293 0.1612 0.005 0.109 -0.045 -0.63
C 3.7624 -1.5460 0.5314 0.030 0.028 0.003 -0.85
C 2.5413 -1.2162 -0.0230 0.011 0.082 -0.042 -0.64
C -0.6012 -2.0580 -2.6784 -0.110 -0.117 -0.119 0.20
Br -1.9553 -1.6997 -1.3797 0.676 0.717 0.751 -0.07
C -0.8272 -3.1243 -3.5154 -0.214 -0.147 0.005 0.20
F -1.9167 -3.8641 -3.3920 0.047 0.042 0.026 -0.29
H -0.4799 0.7777 -4.1635 0.069 -0.033 -0.007 0.47
H -0.3646 2.8015 -5.5411 -0.044 0.046 0.027 0.47
H 0.8524 4.7929 -4.7305 0.037 -0.023 -0.011 0.46
H 1.9796 4.7688 -2.5265 -0.041 0.027 -0.011 0.47
H 1.8429 2.7694 -1.0996 0.121 -0.042 -0.090 0.59
H 3.5400 1.3314 -2.0731 -0.002 -0.040 0.092 0.58
H 5.6956 0.7546 -1.0526 0.007 -0.025 0.002 0.47
H 5.8589 -1.0917 0.5801 -0.019 0.015 -0.001 0.44
H 3.8443 -2.3599 1.2399 0.015 -0.015 -0.036 0.50
H 1.6560 -1.7921 0.2321 0.020 -0.010 -0.092 0.50
```
Positions in Å, forces in eV/Å.



C28H26AsCoN4O2Se as an isolated structure in a non-equilibrium geometry, computed with ωB97M-V with the def2-TZVPD basis set.

Output
Charge ... +1
HOMO-LUMO gap (spin up / spin down) ... 7.1 / 5.9 eV
Spin multiplicity ... 4
ΔE to the lowest compared entry with this formula, charge and spin ... 9.0 kcal per mole

The geometry in XYZ format:
```
63
Properties=species:S:1:pos:R:3:forces:R:3:mulliken_charge:R:1
Co -0.3728 -0.2167 -0.5829 1.532 -1.317 -0.523 -0.10
C 2.8405 2.4875 -0.4013 0.067 -0.085 0.019 -2.01
C 1.5310 1.7713 -0.3383 0.101 0.187 0.015 0.99
N 1.3506 0.6006 -0.8363 0.397 0.678 0.161 0.01
O 2.3677 -0.0313 -1.5012 0.075 -0.294 -0.081 -0.40
C -0.7817 2.5082 -0.6853 0.411 0.313 0.025 0.39
C -1.8715 3.3040 0.0249 -0.136 -0.245 0.227 -0.97
N -1.3116 1.2213 -1.1557 -0.678 0.488 -0.572 -0.08
O -1.8990 0.4929 -0.2002 -1.641 1.123 0.594 -0.52
H 3.6540 1.8674 -0.0204 0.002 0.029 0.014 0.41
H 2.8019 3.4133 0.1632 -0.005 -0.006 0.001 0.39
H 3.0482 2.7411 -1.4458 -0.023 0.002 -0.025 0.66
H 3.0118 0.6250 -1.8019 0.017 0.122 -0.016 0.37
H -1.9298 5.2527 0.7838 -0.073 0.000 0.035 0.32
H -2.3281 2.6501 0.7797 0.032 0.017 0.013 0.32
H -2.6262 3.5674 -0.7107 -0.015 -0.004 -0.007 0.43
Se -0.2194 3.4511 -2.3448 -0.119 -0.188 0.146 0.12
N 0.3960 2.3787 0.1909 -0.293 -0.179 -0.116 0.54
C 0.5120 3.1526 1.3737 0.056 0.176 0.356 0.25
C 1.4518 2.8240 2.3476 -0.109 -0.029 -0.186 -0.22
C 1.6334 3.6409 3.4483 0.046 0.024 0.079 -0.86
C 0.8622 4.7878 3.5897 0.082 -0.066 -0.002 -0.61
C -0.1107 5.0913 2.6556 -0.076 -0.021 -0.028 -0.86
C -0.3144 4.2683 1.5501 0.158 -0.101 0.185 0.29
N -1.3000 4.4900 0.6052 0.192 0.193 -0.444 -0.10
H 2.0446 1.9235 2.2322 -0.004 -0.003 0.031 0.50
H 2.3675 3.3774 4.1972 -0.003 0.015 -0.010 0.40
H 1.0085 5.4326 4.4453 -0.027 0.017 -0.010 0.40
H -0.7320 5.9697 2.7827 -0.021 -0.016 -0.019 0.37
C -0.1730 -4.5659 -4.1171 -0.007 0.014 -0.022 -0.49
C 0.1496 -5.3119 -2.9907 0.008 -0.033 -0.007 -0.78
C 0.1975 -4.7091 -1.7448 0.013 0.029 0.116 0.10
C -0.0803 -3.3520 -1.6189 0.015 0.172 -0.099 0.27
C -0.4043 -2.6112 -2.7531 0.040 -0.012 0.269 -0.16
C -0.4520 -3.2135 -4.0009 -0.011 0.016 -0.058 -0.90
As -0.0680 -2.4458 0.1024 0.018 -1.573 0.166 1.22
C 1.5161 -3.1951 0.9300 0.049 0.231 -0.020 0.15
C 2.6509 -3.3875 0.1461 -0.114 0.057 -0.057 -0.41
C 3.8017 -3.9120 0.7121 0.015 -0.003 0.010 -0.73
C 3.8248 -4.2374 2.0615 0.025 -0.001 -0.001 -0.45
C 2.7009 -4.0297 2.8476 0.030 -0.008 0.023 -0.68
C 1.5474 -3.5028 2.2861 -0.143 0.093 -0.037 -0.39
C -1.5411 -3.3103 1.0162 -0.056 0.247 0.007 0.26
C -1.4578 -4.6208 1.4755 0.133 0.011 -0.060 -0.07
C -2.5730 -5.2283 2.0287 -0.015 -0.024 0.017 -0.80
C -3.7718 -4.5338 2.1227 -0.016 0.022 -0.003 -0.46
C -3.8562 -3.2264 1.6689 -0.032 -0.014 0.017 -0.76
C -2.7415 -2.6128 1.1177 0.138 0.061 -0.035 -0.31
H -0.2066 -5.0408 -5.0886 -0.002 -0.006 0.006 0.39
H 0.3655 -6.3679 -3.0857 -0.001 0.002 0.008 0.42
H 0.4571 -5.2934 -0.8706 0.012 -0.027 -0.017 0.30
H -0.6326 -1.5512 -2.6618 -0.028 0.016 -0.149 0.42
H -0.7052 -2.6304 -4.8763 0.000 0.001 0.010 0.43
H 2.6265 -3.1348 -0.9073 0.053 -0.036 -0.008 0.44
H 4.6782 -4.0714 0.0980 0.001 0.002 0.006 0.41
H 4.7224 -4.6520 2.5010 -0.008 -0.004 0.001 0.41
H 2.7204 -4.2809 3.8998 -0.006 0.009 -0.001 0.42
H 0.6699 -3.3392 2.9002 0.018 -0.034 0.031 0.52
H -0.5244 -5.1658 1.4071 -0.017 -0.029 0.011 0.36
H -2.5077 -6.2473 2.3865 0.006 0.001 -0.005 0.41
H -4.6414 -5.0134 2.5520 0.008 -0.002 0.003 0.39
H -4.7881 -2.6819 1.7427 0.002 -0.006 0.004 0.43
H -2.8038 -1.5913 0.7619 -0.069 -0.002 0.012 0.20
```
Positions in Å, forces in eV/Å.



C28H26Cl2N4O12STi as an isolated structure in a non-equilibrium geometry, computed with ωB97M-V with the def2-TZVPD basis set.

Output
HOMO-LUMO gap ... 6.8 eV
ΔE to the lowest compared entry with this formula, charge and spin ... 34.0 kcal per mole

The geometry in XYZ format:
```
74
Properties=species:S:1:pos:R:3:forces:R:3:mulliken_charge:R:1
Ti 0.1388 0.0004 0.3424 -0.979 1.167 1.326 -0.46
C -4.7971 1.3001 3.6460 0.021 -0.061 0.293 -1.06
N -3.8384 1.4874 2.5800 0.031 0.074 -0.254 0.11
C -4.1224 2.5744 1.6625 0.158 0.137 -0.217 -1.09
C -2.7424 0.7412 2.3915 0.217 -0.050 0.005 0.79
O -1.9838 0.9364 1.4410 -0.193 -0.049 -0.058 -0.38
C -2.4774 -0.3793 3.3979 0.181 -0.191 -0.051 -1.31
O -1.2005 -0.9509 3.2306 -0.072 0.259 0.273 -0.28
C -0.1411 -0.4909 4.0490 0.025 -0.144 -0.140 -0.75
C 0.8675 0.2807 3.1863 0.423 -0.240 0.981 0.51
O 0.4335 0.9166 2.2031 0.013 -0.010 -0.233 -0.83
N 2.1486 0.2736 3.5208 -0.588 0.206 -0.426 0.29
C 3.0998 0.9693 2.6729 0.115 0.398 -0.444 -1.17
C 2.7220 -0.5361 4.5807 -0.072 -0.485 0.448 -0.90
H -4.5272 1.8930 4.5242 -0.054 -0.029 0.028 0.29
H -5.7693 1.6402 3.2938 -0.017 -0.099 0.028 0.39
H -4.8780 0.2539 3.9293 -0.072 -0.003 0.015 0.42
H -4.3584 3.4769 2.2277 -0.015 -0.016 -0.023 0.41
H -3.2361 2.7493 1.0540 -0.212 0.078 0.052 0.24
H -4.9666 2.3241 1.0140 0.045 0.031 0.045 0.35
H -2.6073 -0.0271 4.4291 -0.098 -0.035 -0.147 0.59
H -3.1904 -1.1920 3.1965 0.026 0.201 0.129 0.43
H -0.5149 0.1637 4.8508 0.182 -0.060 -0.114 0.50
H 0.3259 -1.3764 4.4956 -0.038 0.250 -0.003 0.55
H 2.5706 1.6405 1.9926 0.151 -0.148 0.162 0.24
H 3.7836 1.5430 3.2997 -0.017 -0.054 -0.043 0.54
H 3.6622 0.2430 2.0791 -0.034 0.044 0.077 0.36
H 2.5146 -1.5954 4.4055 0.038 0.143 0.037 0.31
H 3.8028 -0.4069 4.5678 -0.120 0.088 0.013 0.38
H 2.3444 -0.2378 5.5599 0.047 0.024 -0.018 0.33
O -0.4553 -5.3087 2.9374 0.042 0.667 -0.167 -0.53
C -0.3481 -4.2189 2.4391 -0.066 -0.928 0.247 0.13
C -1.4185 -3.4776 1.6386 -0.909 0.075 -0.041 0.21
O -2.6116 -3.7056 1.6482 0.684 0.109 -0.080 -0.64
C -0.7030 -2.3634 1.0144 1.500 -0.957 0.698 1.04
C 0.6226 -2.3050 1.4668 -1.398 -1.000 -0.308 0.89
O 1.3403 -1.2857 1.0954 0.509 -0.149 0.312 -0.27
C 0.8628 -3.2982 2.4999 0.632 0.327 0.474 -0.08
O 1.7424 -3.2942 3.3491 -0.448 -0.259 -0.550 -0.70
O -1.1213 -1.3936 0.2678 -1.251 -0.910 -0.486 -0.74
Cl 3.4432 3.3245 -0.7342 0.029 0.232 0.111 -0.25
C 3.0683 1.9350 -1.6773 -0.842 -0.563 0.589 0.78
C 3.7360 1.7144 -2.8866 0.063 -0.478 -0.450 -0.55
C 3.4737 0.5934 -3.6470 -0.186 0.463 0.447 1.09
Cl 4.2552 0.3768 -5.1431 0.521 0.032 -0.133 -0.18
C 2.5105 -0.3560 -3.2202 -0.253 0.086 0.355 -0.44
C 2.1503 -1.5206 -3.9382 -0.156 -0.380 0.849 -0.64
C 1.1541 -2.3181 -3.3987 0.288 0.171 -0.069 -1.34
C 0.5282 -1.9628 -2.2060 -0.005 -0.125 0.299 -0.32
N 0.8492 -0.8839 -1.5068 0.154 0.088 -0.281 0.74
C 1.8219 -0.0887 -2.0146 0.681 0.394 -0.242 0.80
C 2.0893 1.0618 -1.2239 1.527 0.025 -1.988 -0.69
O 1.3619 1.1965 -0.1323 0.882 1.077 -0.196 0.48
H 4.4640 2.4366 -3.2234 0.030 0.016 -0.030 0.49
H 2.7018 -1.8232 -4.8109 -0.034 0.039 -0.001 0.56
H 0.8441 -3.2220 -3.8967 -0.024 -0.073 -0.055 0.47
H -0.2470 -2.5909 -1.7830 -0.047 0.042 -0.050 0.55
N -1.2550 1.0654 -0.9878 -0.242 -0.148 0.166 -0.01
C -1.0220 1.0661 -2.3958 -0.124 0.203 -0.849 -0.08
C -0.2218 2.0400 -2.9830 -0.223 -0.185 0.110 -0.19
C 0.0934 1.9221 -4.3271 -0.165 0.265 0.081 -0.97
C -0.3909 0.8569 -5.0576 0.547 -0.384 -0.451 0.04
C -1.2154 -0.0915 -4.4890 -0.387 0.198 0.160 -0.97
C -1.5641 0.0330 -3.1564 0.080 0.208 0.164 -0.54
S 0.4811 0.3908 -6.5598 0.553 -0.111 0.286 1.21
O 0.9533 1.6145 -7.1729 -0.185 -0.051 0.070 -0.74
O -0.4070 -0.4374 -7.3439 -0.113 0.110 0.092 -0.73
O 1.5640 -0.3738 -5.8945 -0.617 0.281 -0.930 -0.52
H -1.2272 2.0079 -0.5916 -0.306 -0.269 -0.145 0.38
H -2.1509 0.6171 -0.7863 0.187 0.405 0.150 0.49
H 0.1936 2.8352 -2.3761 -0.015 0.114 -0.009 0.41
H 0.7324 2.6263 -4.8352 0.168 0.150 0.041 0.55
H -1.5491 -0.9105 -5.1095 -0.084 -0.119 0.059 0.51
H -2.1926 -0.7007 -2.6684 -0.087 -0.113 0.006 0.50
```
Positions in Å, forces in eV/Å.



Record-wise electronic energy values, in Eh: -4786.87163; -8972.22650; -7471.67723; -4372.66210